Entry 1:
ORCA calculation (ωB97M-V with the def2-TZVPD basis set) on 2 unconnected molecules or ions with the total composition C5H4Cl4N2.

Geometry as XYZ:
```
15
Properties=species:S:1:pos:R:3:lowdin_charge:R:1
C 0.897 0.556 0.049 -0.064
C 0.812 -0.440 -0.998 -0.147
C -0.270 0.415 0.689 -0.117
C -2.142 -1.118 0.605 -0.554
C -3.753 0.511 -0.100 -1.675
N -0.274 -1.151 -0.936 0.063
N -0.943 -0.639 0.094 -0.279
Cl -2.851 -2.442 -0.287 0.619
Cl -2.906 1.048 -1.435 0.648
Cl -5.084 -0.509 -0.452 0.552
Cl -3.809 1.603 1.303 0.512
H 1.633 1.295 0.209 0.084
H 1.513 -0.666 -1.820 0.112
H -0.423 1.064 1.643 0.163
H -2.080 -1.173 1.666 0.082
```

Values from the calculation:
**Frontier orbital gap (spin up / spin down)**: 7.725 / 7.727 eV
**Highest occupied orbital energy (spin up / spin down)**: -8.120 / -8.122 eV
**Molecular weight**: 233.913 Da
**LUMO energy (spin up / spin down)**: -0.39 / -0.40 eV
**ΔE to the lowest compared entry with this formula, charge and spin**: 31.2 kcal per mole

Entry 2:
ORCA calculation (ωB97M-V with the def2-TZVPD basis set) on a single C5H4ClFN2O molecule.

Geometry as XYZ:
```
14
Properties=species:S:1:pos:R:3:lowdin_charge:R:1
C 0.097 -0.409 -0.493 -0.069
N 0.778 0.185 0.635 -0.132
C 0.139 1.033 1.461 -0.135
N 0.627 1.699 2.444 0.137
C 1.925 1.718 2.776 -0.399
O 2.505 2.365 3.581 0.115
C 2.814 0.572 1.772 -0.150
F 4.110 0.383 1.995 0.075
C 2.130 -0.079 0.831 -0.572
Cl 2.862 -1.290 -0.208 0.731
H 0.155 -1.495 -0.449 0.079
H -0.943 -0.096 -0.476 0.092
H 0.555 -0.080 -1.427 0.092
H -0.921 1.166 1.273 0.137
```

Values from the calculation:
**Frontier orbital gap**: 9.613 eV
**Highest occupied orbital energy**: -9.268 eV
**Molecular weight**: 162.551 Da
**LUMO energy**: 0.34 eV
**ΔE to the lowest compared entry with this formula, charge and spin**: 0.0 kcal per mole
**SMILES**: Cn1cnc(=O)c(F)c1Cl

Entry 3:
ORCA calculation (ωB97M-V with the def2-TZVPD basis set) on a single C5H4ClFN4S molecule.

Geometry as XYZ:
```
16
Properties=species:S:1:pos:R:3:lowdin_spin:R:1
C -0.587 1.429 0.196 0.297
C 0.560 -1.172 -0.074 0.019
C 0.258 0.484 -1.895 0.362
C -0.894 0.196 1.111 0.040
C 0.441 0.076 1.864 0.010
N -0.127 1.413 -0.976 0.133
N 1.222 -0.628 1.083 0.053
N 0.732 -0.779 -1.504 0.131
N -0.868 -0.996 0.404 0.001
F -1.902 -1.135 -0.519 0.002
S 0.487 0.922 -3.425 0.919
Cl 0.721 0.875 3.323 0.000
H -0.585 2.277 0.862 0.015
H 0.757 -2.173 -0.053 0.002
H -1.776 0.419 1.677 0.006
H 1.561 -1.206 -2.075 0.011
```

Values from the calculation:
**Frontier orbital gap (spin up / spin down)**: 6.785 / 6.198 eV
**Highest occupied orbital energy (spin up / spin down)**: -6.479 / -9.057 eV
**Multiplicity**: 3
**Molecular weight**: 206.633 Da
**LUMO energy (spin up / spin down)**: 0.31 / -2.86 eV

Entry 4:
ORCA calculation (ωB97M-V with the def2-TZVPD basis set) on a gas-phase ion, C5H4ClN2S (charge +1).

Geometry as XYZ:
```
13
Properties=species:S:1:pos:R:3:lowdin_charge:R:1
C 0.888 -1.253 0.653 -0.161
C 0.075 0.397 -0.984 -0.562
C 0.565 -1.756 1.858 -0.332
C -0.878 1.467 -1.172 0.001
C -0.972 0.043 1.158 -0.349
N -1.315 2.371 -1.778 0.390
N 0.008 -0.256 0.279 -0.269
S -0.840 -0.969 2.500 1.050
Cl 1.712 1.206 -1.256 0.702
H 1.708 -1.519 0.016 0.125
H -0.042 -0.329 -1.811 0.158
H 1.072 -2.521 2.412 0.082
H -1.981 3.118 -1.875 0.165
```

Values from the calculation:
**Frontier orbital gap (spin up / spin down)**: 7.621 / 7.621 eV
**Highest occupied orbital energy (spin up / spin down)**: -13.408 / -13.409 eV
**Total charge**: +1
**Molecular weight**: 159.621 Da
**LUMO energy (spin up / spin down)**: -5.79 / -5.79 eV

Entry 5:
ORCA calculation (ωB97M-V with the def2-TZVPD basis set) on a single C5H4ClNO molecule.

Geometry as XYZ:
```
12
Properties=species:S:1:pos:R:3:lowdin_charge:R:1
O -2.001 -1.098 -1.241 0.053
C -1.348 -1.118 -0.047 -0.069
C -0.319 -0.280 0.228 -0.285
C 0.156 0.841 -0.580 -0.057
C 1.334 1.165 -0.032 -0.643
Cl 2.476 2.276 -0.823 0.590
C 1.572 0.390 1.197 -0.136
N 0.589 -0.475 1.325 0.070
H -2.790 -1.608 -1.187 0.089
H -1.794 -1.810 0.720 0.149
H -0.370 1.319 -1.389 0.115
H 2.495 0.400 1.827 0.123
```

Values from the calculation:
**Frontier orbital gap**: 8.627 eV
**Highest occupied orbital energy**: -8.921 eV
**Molecular weight**: 129.546 Da
**LUMO energy**: -0.29 eV
**ΔE to the lowest compared entry with this formula, charge and spin**: 34.6 kcal per mole
**SMILES**: O/C=C1\C=C(Cl)C=N1

Entry 6:
ORCA calculation (ωB97M-V with the def2-TZVPD basis set) on 2 unconnected molecules or ions with the total composition C5H4ClNO3.

Geometry as XYZ:
```
14
Properties=species:S:1:pos:R:3:lowdin_charge:R:1
C -1.003 -0.256 -1.990 -0.087
C -0.615 -0.830 -0.744 -0.053
C -0.359 0.931 -2.181 -0.082
C 0.420 -0.018 -0.346 -0.085
C 1.000 0.571 1.739 -0.461
N 0.476 -0.652 2.219 -0.494
O 1.258 -1.588 2.205 0.073
O -0.669 -0.665 2.635 0.051
O 0.453 1.073 -1.097 -0.031
Cl 0.146 2.020 2.031 0.748
H -1.596 -0.889 -2.581 0.091
H -1.064 -1.815 -0.392 0.142
H -0.452 1.535 -3.080 0.129
H 2.003 0.585 1.582 0.060
```

Values from the calculation:
**Frontier orbital gap (spin up / spin down)**: 7.906 / 7.906 eV
**Highest occupied orbital energy (spin up / spin down)**: -9.322 / -9.323 eV
**Molecular weight**: 161.544 Da
**LUMO energy (spin up / spin down)**: -1.42 / -1.42 eV
**ΔE to the lowest compared entry with this formula, charge and spin**: 117.4 kcal per mole

Entry 7:
ORCA calculation (ωB97M-V with the def2-TZVPD basis set) on a molecular structure, C5H4CuNO5.

Geometry as XYZ:
```
16
Properties=species:S:1:pos:R:3:lowdin_spin:R:1
O -0.041 5.276 -0.214 0.000
C 0.337 4.176 -0.523 0.000
Cu -0.826 -0.729 -0.390 0.139
C -0.194 -2.507 -0.617 0.012
O -0.460 -3.671 -0.475 0.015
C 2.438 -0.203 -2.064 0.051
O 1.769 0.470 -2.858 0.039
C 2.119 -0.598 -0.719 -0.035
O 2.962 -0.789 0.168 -0.035
C -2.785 -1.101 -0.115 0.381
O -3.996 -0.973 0.216 0.337
H -2.304 -0.098 -0.481 0.096
N 0.154 0.012 1.732 -0.001
H 1.090 -0.237 2.100 0.000
H -0.502 -0.077 2.539 0.000
H 0.233 1.056 1.606 0.000
```

Values from the calculation:
**Frontier orbital gap (spin up / spin down)**: 7.881 / 7.177 eV
**Highest occupied orbital energy (spin up / spin down)**: -13.579 / -13.630 eV
**Multiplicity**: 2
**Total charge**: +1
**Molecular weight**: 221.635 Da
**LUMO energy (spin up / spin down)**: -5.70 / -6.45 eV
**ΔE to the lowest compared entry with this formula, charge and spin**: 109.9 kcal per mole

Entry 8:
ORCA calculation (ωB97M-V with the def2-TZVPD basis set) on a single C5H4FNS molecule.

Geometry as XYZ:
```
12
Properties=species:S:1:pos:R:3:lowdin_charge:R:1
C 1.819 1.642 0.064 -0.021
C 0.502 0.916 0.027 -0.257
F -0.608 1.720 -0.100 0.004
C 0.350 -0.435 0.152 -0.239
C 1.641 -1.166 -0.012 -0.190
N 2.621 -1.779 -0.126 0.154
C -0.939 -1.140 0.129 -0.525
S -2.412 -0.352 -0.032 0.701
H 1.896 2.421 0.878 0.103
H 1.697 2.424 -0.752 0.104
H 2.837 1.047 -0.023 0.128
H -0.950 -2.198 0.031 0.037
```

Values from the calculation:
**Frontier orbital gap**: 7.615 eV
**Highest occupied orbital energy**: -8.973 eV
**Molecular weight**: 129.159 Da
**LUMO energy**: -1.36 eV
**ΔE to the lowest compared entry with this formula, charge and spin**: 52.1 kcal per mole
**SMILES**: C/C(F)=C(\C#N)C=S

Question: molecular weight of number 5 (C5H4ClNO)?
Answer: 129.546 Da